# 1
Molecular formula: C4H27NO9
Method: DFT, wB97M-V/def2-TZVPD

Computed properties:
- relative energy (zero: lowest compared OMol25 entry of this formula, charge and spin) (kcal per mole) = 67.2
- LUMO energy (eV) = 0.235
- Kohn-Sham gap (eV) = 9.41
- HOMO (eV) = -9.17
- max |F| (Eh/bohr) = 0.07882
- SMILES string = C[C@H](O)CCN.O.O.O.O.O.O.O.O
- DFT total energy (Ha) = -900.4580

Last column: natural (NBO) charge in e.
Element x y z (Å)
C: 0.098 3.534 -2.361  -0.648
C: 0.013 2.817 -1.054  0.080
O: 1.203 1.980 -0.824  -0.751
C: -1.101 1.730 -1.024  -0.443
C: -1.310 1.110 0.411  -0.253
N: -0.278 0.116 0.757  -0.868
H: 0.423 2.864 -3.149  0.217
H: 0.959 4.223 -2.337  0.222
H: -0.727 4.215 -2.539  0.228
H: 0.013 3.278 -0.067  0.207
H: 1.449 1.555 -1.654  0.469
H: -2.103 2.084 -1.293  0.197
H: -0.956 0.808 -1.597  0.200
H: -1.432 1.920 1.166  0.231
H: -2.291 0.614 0.450  0.173
H: 0.606 0.515 0.456  0.380
H: -0.413 -0.695 0.165  0.341
O: 1.461 0.172 3.089  -0.958
H: 1.629 0.610 2.248  0.477
H: 0.525 -0.040 2.969  0.479
O: -1.815 -2.450 -1.837  -0.963
H: -0.879 -2.532 -1.629  0.488
H: -2.218 -1.826 -1.229  0.486
O: -0.935 1.557 4.228  -0.969
H: 0.017 1.429 4.313  0.492
H: -1.087 1.493 3.283  0.476
O: 2.840 -1.754 -1.481  -0.959
H: 2.429 -2.431 -2.049  0.484
H: 2.827 -2.228 -0.643  0.464
O: 2.128 -4.360 -2.033  -0.944
H: 1.427 -4.301 -2.703  0.484
H: 1.573 -4.724 -1.328  0.470
O: 0.220 -2.674 3.074  -0.940
H: 0.339 -1.976 3.716  0.476
H: -0.362 -3.316 3.449  0.465
O: -0.356 -2.882 -3.865  -0.981
H: -1.282 -2.844 -3.582  0.498
H: -0.380 -2.722 -4.813  0.474
O: -2.201 3.052 2.372  -0.964
H: -3.030 3.393 2.040  0.480
H: -2.246 2.988 3.335  0.503

# 2
Molecular formula: C4H27NO9
Method: DFT, wB97M-V/def2-TZVPD

Computed properties:
- relative energy (zero: lowest compared OMol25 entry of this formula, charge and spin) (kcal per mole) = 79.5
- LUMO energy (eV) = 0.156
- Kohn-Sham gap (eV) = 9.61
- HOMO (eV) = -9.45
- max |F| (Eh/bohr) = 0.04474
- SMILES string = COC[C@H](C)N.O.O.O.O.O.O.O.O
- DFT total energy (Ha) = -900.4383

Last column: natural (NBO) charge in e.
Element x y z (Å)
C: 1.995 2.482 -2.973  -0.256
O: 3.299 2.460 -2.253  -0.563
C: 4.412 2.539 -3.141  -0.062
C: 5.742 2.375 -2.391  -0.076
C: 6.914 2.593 -3.349  -0.615
N: 5.891 1.059 -1.834  -0.818
H: 1.948 1.612 -3.627  0.175
H: 1.977 3.425 -3.520  0.175
H: 1.087 2.412 -2.375  0.195
H: 4.282 1.721 -3.849  0.164
H: 4.323 3.387 -3.819  0.169
H: 5.832 3.219 -1.706  0.166
H: 6.840 1.956 -4.231  0.209
H: 7.863 2.196 -2.988  0.212
H: 7.091 3.619 -3.669  0.208
H: 6.708 0.996 -1.244  0.356
H: 5.118 1.000 -1.187  0.362
O: -3.079 -4.818 5.181  -0.939
H: -2.658 -5.676 5.226  0.471
H: -3.969 -4.970 5.499  0.468
O: 1.388 -0.583 1.047  -0.940
H: 1.428 -0.043 0.258  0.470
H: 0.540 -1.024 0.994  0.470
O: -9.298 -1.328 -1.591  -0.937
H: -8.621 -0.860 -1.103  0.470
H: -9.805 -1.785 -0.919  0.466
O: 0.122 -0.886 5.855  -0.940
H: 0.685 -0.712 5.100  0.472
H: -0.521 -1.519 5.534  0.468
O: -5.108 0.970 5.426  -0.941
H: -4.588 0.248 5.779  0.471
H: -5.483 1.395 6.198  0.470
O: -0.712 -5.305 -2.297  -0.936
H: -1.378 -5.993 -2.261  0.466
H: -0.932 -4.721 -1.571  0.470
O: -6.244 1.322 0.983  -0.946
H: -5.929 1.467 1.875  0.476
H: -6.544 2.182 0.691  0.470
O: -3.177 -2.177 0.611  -0.944
H: -3.846 -1.550 0.335  0.474
H: -3.595 -2.684 1.307  0.470

# 3
Molecular formula: C4H28N3O7
Method: DFT, wB97M-V/def2-TZVPD

Computed properties:
- relative energy (zero: lowest compared OMol25 entry of this formula, charge and spin) (kcal per mole) = 35.7
- total charge = +1
- LUMO energy (eV) = -2.706
- Kohn-Sham gap (eV) = 9.75
- HOMO (eV) = -12.45
- max |F| (Eh/bohr) = 0.12515
- DFT total energy (Ha) = -859.8011

Last column: natural (NBO) charge in e.
Element x y z (Å)
N: 0.703 0.687 0.363  -0.744
C: 1.751 0.950 -0.650  -0.066
C: 1.285 1.270 -2.028  -0.477
C: 0.008 2.161 -2.006  -0.242
N: -1.180 1.319 -1.913  -0.928
C: 2.726 -0.352 -0.697  -0.227
N: 2.286 -1.544 0.065  -0.942
H: 0.010 1.498 0.628  0.478
H: 0.187 -0.074 -0.120  0.427
H: 0.965 0.161 1.224  0.458
H: 2.486 1.709 -0.138  0.229
H: 1.117 0.484 -2.694  0.240
H: 1.904 1.795 -2.729  0.259
H: -0.019 2.728 -2.995  0.210
H: 0.055 2.969 -1.211  0.221
H: -1.880 1.511 -2.795  0.388
H: -1.892 1.426 -1.063  0.383
H: 2.894 -0.685 -1.853  0.208
H: 3.738 0.121 -0.224  0.230
H: 2.981 -2.028 0.678  0.430
H: 1.712 -2.137 -0.586  0.378
H: -0.914 -2.725 0.204  0.495
H: -1.870 -3.202 1.436  0.502
O: -1.610 -2.467 0.809  -0.988
H: -4.030 -0.888 -0.920  0.542
H: -3.017 -1.017 0.584  0.542
O: -3.345 -0.622 -0.212  -1.044
H: -1.323 -1.101 -2.171  0.482
H: -1.300 -2.103 -3.015  0.459
O: -0.685 -1.839 -2.442  -0.944
H: -3.338 0.935 0.583  0.523
H: -3.669 2.233 1.551  0.493
O: -3.034 1.569 1.354  -1.004
H: -0.819 3.387 1.710  0.481
H: -1.632 2.389 1.187  0.500
O: -0.826 2.896 0.961  -0.960
H: 0.315 -1.678 1.844  0.462
H: 0.419 -2.749 2.781  0.470
O: 0.383 -1.737 2.816  -0.930
H: 2.496 -1.750 2.430  0.484
H: 3.630 -1.144 3.313  0.493
O: 3.306 -1.233 2.344  -0.975

# 4
Molecular formula: C4H28NO10
Method: DFT, wB97M-V/def2-TZVPD

Computed properties:
- relative energy (zero: lowest compared OMol25 entry of this formula, charge and spin) (kcal per mole) = 16.2
- total charge = -1
- LUMO energy (eV) = 2.925
- Kohn-Sham gap (eV) = 9.16
- HOMO (eV) = -6.23
- max |F| (Eh/bohr) = 0.05180
- DFT total energy (Ha) = -976.4073

Last column: natural (NBO) charge in e.
Element x y z (Å)
C: -1.645 -0.027 -0.502  -0.636
C: -0.261 -0.028 -1.128  -0.222
N: 0.740 0.587 -0.207  -0.661
C: 2.107 0.029 -0.288  -0.256
C: 2.353 -1.343 0.318  -0.091
O: 2.170 -1.536 1.719  -0.810
H: -2.176 0.943 -0.569  0.215
H: -2.271 -0.727 -1.047  0.220
H: -1.530 -0.092 0.570  0.220
H: 0.041 0.449 -2.051  0.176
H: -0.065 -1.088 -1.269  0.167
H: 0.456 0.484 0.756  0.367
H: 2.433 0.052 -1.331  0.189
H: 2.725 0.787 0.216  0.197
H: 3.346 -1.794 0.115  0.171
H: 1.608 -2.044 -0.114  0.139
H: 2.310 -1.999 -2.615  0.475
H: 0.853 -2.354 -2.700  0.485
O: 1.508 -1.806 -3.142  -0.954
H: 0.683 -3.291 1.630  0.483
H: -0.426 -2.303 2.090  0.523
O: -0.283 -3.233 1.709  -1.014
H: 0.209 -1.365 3.786  0.456
H: 1.247 -1.230 2.078  0.506
O: 0.057 -0.882 2.949  -1.225
H: -2.733 3.670 0.349  0.491
H: -1.853 4.067 -0.877  0.476
O: -2.738 3.844 -0.599  -0.972
H: 0.189 4.562 0.272  0.490
H: 0.785 3.201 -0.372  0.491
O: 0.737 4.187 -0.453  -0.986
H: -2.205 0.836 2.791  0.457
H: -0.758 0.505 3.141  0.527
O: -1.518 1.180 3.335  -1.009
H: -1.186 2.649 2.409  0.510
H: -0.732 2.816 1.012  0.457
O: -1.022 3.376 1.752  -1.007
H: -0.466 -3.617 0.060  0.507
H: -1.575 -4.238 -0.891  0.462
O: -0.610 -4.040 -0.852  -1.015
H: -0.027 1.004 -3.998  0.457
H: -0.086 -0.388 -3.670  0.478
O: -0.391 0.198 -4.384  -0.934

# 5
Molecular formula: C4H28NO12
Method: DFT, wB97M-V/def2-TZVPD

Computed properties:
- relative energy (zero: lowest compared OMol25 entry of this formula, charge and spin) (kcal per mole) = 123.8
- total charge = -1
- LUMO energy (eV) = 2.617
- Kohn-Sham gap (eV) = 8.84
- HOMO (eV) = -6.23
- max |F| (Eh/bohr) = 0.12840
- DFT total energy (Ha) = -1126.7935

Last column: natural (NBO) charge in e.
Element x y z (Å)
O: -1.923 -2.368 -2.357  -0.541
C: -1.876 -1.166 -2.185  0.446
C: -2.105 -0.573 -0.791  -0.171
C: -2.998 -1.563 -0.014  -0.645
N: -2.810 0.639 -1.013  -0.684
C: -2.716 1.635 0.131  0.132
O: -1.570 2.222 0.283  -0.745
H: -1.351 -0.468 -2.899  0.126
H: -1.007 -0.508 -0.410  0.221
H: -2.676 -2.637 -0.281  0.232
H: -4.004 -1.334 -0.086  0.219
H: -2.987 -1.660 1.073  0.199
H: -2.709 1.087 -1.892  0.365
H: -3.465 2.433 -0.214  0.146
H: -3.145 1.042 1.021  0.117
H: 1.931 -1.175 1.396  0.482
H: 0.496 -0.892 1.161  0.511
O: 1.211 -1.515 0.836  -1.030
H: 1.049 0.867 1.614  0.497
H: 1.678 2.218 2.009  0.464
O: 1.950 1.544 1.389  -1.085
H: -1.343 -1.382 2.851  0.460
H: -2.187 -0.404 2.850  0.474
O: -1.812 -1.043 3.553  -0.933
H: 1.014 0.415 3.881  0.468
H: 2.124 1.408 4.107  0.469
O: 1.270 1.280 3.870  -0.933
H: 1.362 2.690 -3.248  0.476
H: 0.483 2.963 -2.052  0.489
O: 0.470 3.024 -3.012  -0.965
H: 3.606 -0.734 -1.625  0.499
H: 3.376 0.847 -1.566  0.477
O: 3.856 0.139 -1.771  -1.006
H: -0.381 0.340 2.471  0.446
H: -0.921 1.607 0.681  0.517
O: -0.292 0.452 1.563  -1.157
H: 2.802 3.402 -0.619  0.464
H: 2.745 1.962 -0.100  0.518
O: 2.664 2.526 -0.897  -1.005
H: 2.274 -2.652 -1.045  0.489
H: 1.584 -1.220 -0.928  0.500
O: 2.196 -1.752 -1.497  -1.002
H: 0.478 -3.775 -0.196  0.474
H: 1.619 -3.206 0.549  0.491
O: 1.405 -3.972 0.006  -0.966

# 6
Molecular formula: C4H29N2O9
Method: DFT, wB97M-V/def2-TZVPD

Computed properties:
- relative energy (zero: lowest compared OMol25 entry of this formula, charge and spin) (kcal per mole) = 0.0
- total charge = +2
- LUMO energy (alpha / beta) (eV) = -6.191 / -11.792
- 2S+1 = 2
- Kohn-Sham gap (alpha / beta) (eV) = 10.72 / 5.11
- <S²> = 0.754
- HOMO (alpha / beta) (eV) = -16.91 / -16.91
- max |F| (Eh/bohr) = 0.06287
- DFT total energy (Ha) = -955.8517

Last column: natural (NBO) charge in e.
Element x y z (Å)
N: 0.853 -0.747 -0.566  -0.757
C: -0.266 0.088 -0.031  -0.061
C: -1.384 0.208 -1.068  -0.477
C: -2.712 0.649 -0.452  -0.058
O: -3.424 -0.487 0.056  -0.748
C: 0.177 1.497 0.408  -0.329
N: 0.887 1.529 1.656  -0.345
H: 1.736 -0.545 -0.089  0.421
H: 0.634 -1.817 -0.372  0.476
H: 1.034 -0.566 -1.555  0.472
H: -0.663 -0.423 0.840  0.228
H: -1.089 0.927 -1.832  0.266
H: -1.526 -0.744 -1.586  0.252
H: -2.570 1.261 0.445  0.159
H: -3.296 1.226 -1.154  0.223
H: -4.243 -0.618 -0.423  0.508
H: -0.699 2.178 0.474  0.353
H: 0.819 1.925 -0.362  0.298
H: 0.377 1.068 2.459  0.448
H: 1.186 2.473 1.954  0.426
H: 4.326 0.778 0.499  0.531
H: 2.875 1.135 0.985  0.465
O: 3.373 0.754 0.276  -0.964
H: 2.712 1.312 -1.381  0.507
H: 2.257 0.749 -2.771  0.522
O: 2.005 1.350 -2.043  -1.010
H: 1.745 -1.847 -3.438  0.513
H: 0.719 -0.827 -3.966  0.512
O: 1.297 -1.026 -3.219  -0.980
H: 0.602 2.493 -2.062  0.490
H: -0.122 3.771 -2.595  0.502
O: -0.260 2.982 -2.050  -0.999
H: -2.681 -2.081 -0.010  0.500
H: -2.919 -3.615 0.302  0.501
O: -2.339 -2.987 -0.141  -0.994
H: 1.553 -1.272 2.538  0.468
H: 0.165 -1.100 3.189  0.498
O: 0.693 -1.714 2.662  -0.962
H: -1.347 0.491 3.901  0.521
H: -0.137 0.437 4.879  0.531
O: -0.366 0.406 3.953  -0.984
H: -0.660 -3.316 0.141  0.527
H: 0.395 -2.852 1.248  0.513
O: 0.280 -3.101 0.304  -0.963